*one*
21
Properties=species:S:1:pos:R:3:mulliken_charge:R:1 method="wB97M-V/def2-TZVPD" homo_ev="-8.9 / -8.8"
H 0.22732 1.29917 -2.13060 0.29
C 1.48571 0.49901 0.84555 -1.71
H 1.06207 -1.02017 -2.24850 0.38
H -1.87289 -1.19448 -1.42983 0.39
H 0.93980 1.25478 1.41489 0.42
H 1.53270 -0.41432 1.43470 0.33
O -0.68424 -1.47189 0.47315 -0.60
H 0.26971 2.19308 -0.74663 0.28
O -1.44606 -0.33068 -1.34936 -0.51
C -2.29318 0.00127 1.92261 -0.83
C -0.65674 -0.38717 -0.17920 0.30
C 0.80841 0.23024 -0.49305 1.49
C 1.56679 -0.82579 -1.30166 -1.77
N 0.72323 1.44560 -1.25927 -0.68
H 2.49500 0.87198 0.67530 0.42
H -1.31584 -0.31787 2.23004 0.29
H -2.80013 -0.33644 1.03694 0.31
H -2.97347 0.25094 2.72942 0.30
H 1.62308 -1.75832 -0.74256 0.36
H -1.26523 0.47636 0.63126 0.13
H 2.57395 -0.46530 -1.51320 0.42

***

*two*
21
Properties=species:S:1:pos:R:3:mulliken_charge:R:1 method="wB97M-V/def2-TZVPD" homo_ev=-7.7 smiles="C=C/C(C)=C/N.O.O"
H -3.77731 -1.54911 -1.35447 0.31
H -0.06003 1.41454 2.23845 0.19
C -0.64629 1.29933 -0.29362 -1.61
H -1.31293 0.86220 0.44429 0.47
H 0.36257 1.19085 -2.91335 0.28
H -0.67172 -2.42175 1.19776 0.33
C 1.36884 0.08929 -1.41135 -0.24
H 2.33602 0.17493 0.97313 0.41
H -3.04476 -0.23371 -1.24217 0.31
H 1.43293 1.15407 2.93470 0.23
O 0.05429 -2.55289 1.83324 -0.66
O -3.50388 -0.89227 -0.69030 -0.63
N 0.92053 1.26272 2.08164 -0.45
H 1.64573 -0.03316 -3.48321 0.26
H -0.52263 2.38151 -0.31074 0.35
C 1.07686 0.41193 -2.67814 -0.92
C 1.34168 0.62573 0.95087 -0.51
H -1.10102 1.11088 -1.26931 0.20
C 0.69481 0.58780 -0.22483 1.08
H 2.17802 -0.60786 -1.26367 0.24
H 0.72002 -1.94858 1.45619 0.33

***

Verdict on stability: *two* comes out on top.

***

*one*
20
Properties=species:S:1:pos:R:3:mulliken_charge:R:1 method="wB97M-V/def2-TZVPD" homo_ev=-13.6 total_charge=+1
H 3.08795 -0.09699 1.00090 0.12
H -1.48245 1.23774 2.18598 0.39
C 2.00362 -0.67820 -1.88016 -1.33
C -1.79488 -1.10759 0.73832 -1.00
H 0.06492 0.92705 0.49993 0.26
H 1.14318 1.33357 -1.57306 0.37
C -2.03410 1.36213 1.28040 -0.96
H -2.59052 -1.73735 1.18094 0.31
H 2.73358 -0.40550 -2.51787 0.41
H -2.99487 0.56074 -0.28821 0.35
N 0.91458 0.25394 0.25961 -0.05
H -2.48530 2.38294 1.11319 0.26
H -1.39465 -1.70165 -0.13366 0.24
C -2.32242 0.30549 0.47337 0.14
H 1.03634 -1.07250 -2.24201 0.35
H -1.03279 -0.91316 1.41612 0.38
H 2.33656 -1.50598 -1.27709 0.39
C 1.61472 0.50267 -0.95046 0.01
P 2.56606 1.10506 0.44930 0.08
H 0.63045 -0.75243 0.26446 0.28

***

*two*
20
Properties=species:S:1:pos:R:3:mulliken_charge:R:1 method="wB97M-V/def2-TZVPD" homo_ev="-12.3 / -12.1" total_charge=+1
H -2.09243 0.26735 -1.69535 0.30
C 0.14769 -1.33779 1.79264 -0.57
H -0.76008 0.88770 2.43545 0.14
C 0.72593 -0.69518 -1.66909 -1.09
H -2.13382 0.05024 0.03459 0.43
H 2.11172 0.61226 0.59205 0.40
H -1.74855 -1.36465 -1.00433 0.40
H 1.29201 0.12343 -2.17789 0.30
N 0.17945 1.12479 0.17761 -0.06
H -0.84046 -1.66426 2.17218 0.34
P 0.54952 0.22130 2.51888 -0.06
C -0.19682 0.00965 -0.62616 0.60
C -1.54354 -0.27380 -0.83299 -1.55
H 1.48477 -1.27329 -1.02555 0.25
H 0.23123 2.03680 -0.29824 0.40
H -0.63411 1.13566 0.80533 0.16
C 1.35531 1.10902 1.14493 -0.50
H 1.08870 -1.99969 1.55829 0.29
H 1.66668 2.07395 1.44428 0.40
H 0.05924 -1.26978 -2.38141 0.40

***

Verdict on stability: *one* comes out on top.

***

*one*
12
Properties=species:S:1:pos:R:3:mulliken_charge:R:1 method="wB97M-V/def2-TZVPD" homo_ev=-10.1 smiles="C=CF.CC#N"
N -0.50531 -1.86093 -2.24735 -0.35
H -0.17879 -0.81219 0.67209 -0.18
C 1.42292 0.86218 1.61539 0.16
C -0.79337 -1.38888 -1.27079 0.37
H 1.99472 -1.20041 0.97848 0.33
H 1.27897 -1.02241 2.57831 0.30
C -0.94679 -0.63451 -0.08331 -0.34
H -1.77810 -0.93470 0.50897 0.30
F 0.98431 1.71599 2.48857 -0.21
H 1.60641 1.36059 0.58036 0.28
C 1.58777 -0.47514 1.69743 -0.86
H -0.98077 0.51566 -0.38283 0.21

***

*two*
12
Properties=species:S:1:pos:R:3:mulliken_charge:R:1 method="wB97M-V/def2-TZVPD" homo_ev=-9.0
H -3.78478 0.43534 1.07305 0.36
C -2.78740 0.29342 0.67640 -0.28
F 0.16670 -1.63344 -0.94819 -0.24
N 1.08649 -0.92146 0.92850 -0.42
C 0.94120 0.70795 -1.05647 -1.04
H 0.72442 -1.59613 1.46481 0.21
C -1.64392 0.27742 0.37240 -0.55
H 1.35068 0.57870 -2.07031 0.32
H 1.66824 -0.32678 1.53660 0.21
H 1.69151 1.28772 -0.47175 0.30
H 0.07176 1.40289 -1.25083 0.29
C 0.51509 -0.50562 -0.25422 0.85

***

Verdict on stability: *one* comes out on top.

***

*one*
57
Properties=species:S:1:pos:R:3:mulliken_charge:R:1 method="wB97M-V/def2-TZVPD" homo_ev=-8.6 smiles="CCCN1CCC(=O)N([C@H](COc2ccccc2)Cc2ccccc2)CC1"
C -4.27769 -1.89251 5.28595 -0.52
H 3.21161 -2.27710 1.77975 0.37
N 0.62951 -0.32219 -0.16047 1.01
C 0.29934 1.06151 -0.41098 -1.13
O -0.86107 -1.47700 2.97752 -0.24
H -0.55705 1.49985 -5.48381 0.30
C -1.58438 1.74514 -3.59402 -0.91
H 5.15766 1.84721 -0.07969 0.39
H -2.35758 0.99644 -3.83619 0.27
H -1.35387 2.22692 -1.11309 0.49
H 1.57978 -0.69272 3.06704 0.52
H -0.17031 2.98343 -4.61536 0.30
C -0.98154 2.30519 -4.88314 -0.11
H -3.33324 -0.46803 2.37518 0.38
H -1.68253 0.47803 -1.05643 0.29
N -0.55988 1.19858 -2.71609 0.38
C -0.92630 1.24191 -1.31582 -1.10
C 1.57890 -0.14988 2.12081 -1.23
C -2.02426 -1.57410 3.68187 0.40
H -1.55811 -1.22470 1.04580 0.61
H 2.98039 1.92120 1.05443 0.39
C 3.63757 -1.37217 1.37341 -0.14
H 1.14484 1.58201 -0.87153 0.38
H 5.38973 -2.35303 0.64652 0.39
C 0.56286 -0.83978 1.19440 -0.72
H -2.07624 2.56765 -3.06865 0.42
H 1.65355 -1.30885 -3.15014 0.43
H -2.84542 2.37577 -5.97296 0.33
H 6.36851 -0.29238 -0.29592 0.40
C -0.86045 -0.76704 1.76146 -1.07
H -2.99108 -2.99806 6.59460 0.38
C 1.08161 -1.14628 -1.13937 0.82
H -5.29644 -0.75415 3.79026 0.35
C -1.94694 -2.28710 4.87926 -0.38
H -1.58881 3.42849 -6.62408 0.39
C 4.73297 0.94000 0.32596 -0.77
H -0.90606 -0.89012 -2.86737 0.36
H 0.09666 1.53212 0.55028 0.65
C -0.14469 -0.13088 -3.12504 -0.60
H -0.03861 -0.12208 -4.21042 0.48
C -4.35651 -1.18669 4.10095 -0.69
H 1.27448 0.87994 2.32029 0.45
H 1.86678 0.32454 -2.50131 0.33
H -1.16336 0.27637 1.93322 0.60
C 4.86301 -1.41459 0.73535 -0.76
C -2.02855 3.04355 -5.70744 -1.38
C 5.41282 -0.25890 0.20622 -0.45
C -3.24018 -1.02269 3.29602 -0.24
H 0.83278 -1.89826 1.11024 0.46
O 1.35937 -2.31178 -0.93061 -0.68
H -2.43959 3.87991 -5.14629 0.34
H -0.99564 -2.70947 5.16194 0.39
H -5.15274 -2.01480 5.90574 0.38
C 1.20224 -0.53985 -2.52172 -1.41
C -3.06468 -2.44330 5.67109 -0.49
C 3.50452 0.97953 0.96266 -0.06
C 2.94232 -0.17481 1.48974 0.25

***

*two*
57
Properties=species:S:1:pos:R:3:mulliken_charge:R:1 method="wB97M-V/def2-TZVPD" homo_ev=-7.7 smiles="C=CCc1ccccc1OC[C@H](O)CN1CCN(c2ccc(C)cc2)CC1"
C -6.02478 -0.82734 -1.63238 -0.81
H 0.63279 -1.36767 0.15406 0.39
H 5.08611 1.24983 3.74591 0.43
H 3.75422 -1.56006 -2.79992 0.41
N -0.26878 0.27432 1.05770 0.88
H 1.66335 -0.24719 -2.71464 0.45
C 1.08657 1.65036 2.63634 0.03
C 3.11449 0.90457 0.11012 1.01
H 2.09045 3.39540 1.87052 0.38
H -2.08397 0.02500 2.12270 0.30
C 4.76922 0.22957 3.59915 -1.23
C -3.62855 -0.74527 -1.31724 0.49
H 5.43509 -1.28324 -1.01805 0.38
C 0.63665 0.24826 2.19169 -1.23
H 4.52610 -1.38099 2.28860 0.34
C -0.37013 -1.03237 0.42860 -1.17
C 2.40656 -0.13607 -1.93880 -0.62
H -3.45024 1.18637 0.40545 0.53
C 1.80444 2.40498 1.50120 -0.77
H 6.26209 -0.14117 0.85419 0.47
H -2.50285 -1.47991 -2.99991 0.40
H -7.48139 -2.69589 -3.41609 0.28
C 4.51770 -0.71267 -0.98665 -0.59
H 0.22358 2.24483 2.95248 0.45
H 1.24307 1.29117 -0.87506 0.36
C 3.57512 -0.87023 -1.98942 -0.90
H -1.98461 1.54967 -0.53147 0.20
H -7.86224 -0.98692 -3.60850 0.37
C 2.17297 0.74769 -0.89823 -0.70
C -3.48433 -1.30014 -2.58944 -0.18
C 4.30954 0.16728 0.06011 0.66
H -6.81499 -1.79993 -4.78132 0.36
C -4.92902 -0.52093 -0.85427 -0.35
H 5.49736 1.37976 1.36371 0.26
H -4.44397 -2.03858 -4.34034 0.31
H -0.81481 -1.77209 1.11734 0.35
C -4.59107 -1.61300 -3.35721 -1.10
O 1.91145 1.56161 3.76819 -0.62
C -1.23004 -0.95647 -0.83244 -0.98
H 1.13160 2.51967 0.65130 0.33
H 4.42495 -0.29448 4.47524 0.36
C 4.83711 -0.35089 2.41468 0.22
H -1.31149 -1.95957 -1.25330 0.61
O 3.01730 1.76723 1.16501 -0.46
C -2.45618 0.82205 0.15152 -0.93
C -5.87890 -1.37983 -2.89981 0.86
C -1.60467 0.72247 1.41329 -0.63
N -2.54569 -0.47488 -0.48306 0.23
C 5.32128 0.32141 1.16486 -1.02
H -1.54294 1.70611 1.88068 0.31
C -7.07779 -1.73164 -3.72820 -1.41
H 2.76920 1.20451 3.48590 0.34
H -0.73502 -0.29681 -1.56297 0.40
H 1.52912 -0.31450 1.90083 0.45
H -7.01699 -0.64229 -1.24488 0.35
H 0.19264 -0.25883 3.06586 0.36
H -5.08336 -0.11774 0.13541 0.41

***

Verdict on stability: *one* comes out on top.